The following is a DFT calculation (wB97M-V/def2-TZVPD) of a 2-piece molecular cluster, C3H7NO overall at a distorted geometry.

Its spin multiplicity is 1. The value obtained for the maximum force is 4.4 eV/A. The LUMO energy is 0.0197 Ha. The molar mass is 73.1 g/mol. For the HOMO-LUMO gap, the calculation gives 9.68 eV. As for the energy: -248.41850 Eh.

```
12
Properties=species:S:1:pos:R:3:forces:R:3
C -0.0396 0.5522 -0.7648 0.75 -1.26 -2.04
C -1.2529 0.9657 -0.5158 -2.79 1.27 0.12
C -0.0827 -1.9098 -0.5534 -1.66 4.06 -0.51
N 0.3826 -0.7239 -0.3885 1.69 -2.03 0.16
H 0.7188 0.9985 -1.4799 -1.04 -0.09 1.26
H -1.9030 0.2449 0.0405 0.45 0.96 -0.38
H -1.7422 1.9232 -0.9022 1.08 -1.41 0.80
H 0.5254 -2.7285 -0.3820 1.14 -1.56 0.81
H -1.1179 -2.0929 -0.9016 0.34 0.06 -0.23
H 0.8744 0.4436 2.0125 1.19 0.59 0.52
H 1.9571 1.3927 1.5064 -0.13 -0.39 0.80
O 1.6798 0.9343 2.3288 -1.02 -0.22 -1.31
```
Positions in Å, forces in eV/Å.

How positive or negative is each atom? The natural (NBO) charges in e answer that: -0.061 -0.438 -0.014 -0.442 0.218 0.200 0.221 0.175 0.139 0.473 0.467 -0.938

---

The following is a DFT calculation (wB97M-V/def2-TZVPD) of a single C3H4N2OS molecule at a distorted geometry.

Its spin multiplicity is 1. The value obtained for the maximum force is 4.5 eV/A. The LUMO energy is 0.0134 Ha. The molar mass is 116.1 g/mol. For the HOMO-LUMO gap, the calculation gives 9.64 eV. As for the energy: -699.49519 Eh.

```
11
Properties=species:S:1:pos:R:3:forces:R:3
C -0.2690 0.7789 0.4977 -0.50 -2.72 -2.09
C -0.5323 -0.3167 1.4285 0.83 -0.80 -3.85
C 0.5846 -0.8173 -1.3656 -1.80 3.31 2.47
N 0.7710 -0.2023 0.7800 1.11 2.00 1.89
N 1.0931 -0.9995 -0.2301 0.51 -2.77 -1.63
O -0.0005 1.8867 -1.8441 0.36 0.47 -0.54
S -0.6360 0.6741 -1.3148 -0.13 -0.58 1.07
H -0.4769 -0.2825 2.4225 -0.20 0.60 3.78
H -1.0638 -1.0891 0.9911 -1.40 -1.64 -0.40
H 0.6415 -1.3178 -2.2694 0.68 -1.22 -1.35
H -0.1116 1.6853 0.9041 0.54 3.34 0.63
```
Positions in Å, forces in eV/Å.

How positive or negative is each atom? The natural (NBO) charges in e answer that: -0.312 -0.218 -0.123 -0.236 -0.181 -0.951 1.156 0.217 0.197 0.216 0.234

---

The following is a DFT calculation (wB97M-V/def2-TZVPD) of C24H36BF2NP2Ti as an isolated structure.

Its spin multiplicity is 1. The net charge is +2. The value obtained for the maximum force is 0.6 eV/A. The LUMO energy is -0.2676 Ha. The molar mass is 497.2 g/mol. For the HOMO-LUMO gap, the calculation gives 6.99 eV. As for the energy: -2747.19906 Eh.

```
67
Properties=species:S:1:pos:R:3:forces:R:3
Ti -0.0922 -0.9027 -0.6714 0.11 0.36 -0.53
C -4.0230 -2.3324 -0.8722 0.00 0.00 0.00
C -3.6863 -0.8438 -0.7852 0.03 -0.03 -0.10
C -3.2233 -0.2842 -2.1329 -0.02 0.02 0.02
P -2.3553 -0.5341 0.4275 0.13 -0.04 0.25
C -2.7276 -1.3657 2.0226 -0.08 0.03 0.01
C -4.1169 -1.0561 2.5830 -0.01 -0.01 -0.01
C -1.6302 -1.0488 3.0389 0.01 -0.01 -0.01
C -2.2297 1.2479 0.7041 0.02 -0.05 0.01
C -3.1785 2.0397 1.3430 0.00 0.00 0.01
C -2.9323 3.3910 1.5403 0.04 0.00 0.00
C -1.7318 3.9443 1.1141 -0.04 0.00 0.01
C -0.7825 3.1706 0.4607 0.03 0.02 0.04
C -1.0422 1.8255 0.2455 -0.03 0.02 -0.12
N -0.1699 0.9584 -0.4553 -0.04 -0.08 0.16
C 0.8602 1.4347 -1.3159 -0.02 -0.09 0.18
C 0.6310 2.4380 -2.2627 -0.04 0.03 -0.04
C 1.6573 2.8455 -3.0876 0.04 -0.03 0.00
C 2.9209 2.2518 -3.0022 -0.04 0.00 0.02
C 3.1456 1.2302 -2.1034 -0.03 0.00 -0.08
C 2.1249 0.8103 -1.2397 -0.10 -0.15 0.12
P 2.2785 -0.6026 -0.0973 0.08 -0.27 -0.21
C 3.1505 -0.1374 1.4376 -0.14 0.08 0.06
C 4.3769 0.7322 1.1548 0.01 0.00 0.03
C 2.1647 0.5700 2.3723 0.02 0.00 0.02
C 3.1141 -1.9808 -1.0026 0.23 0.07 0.13
C 4.6432 -1.9622 -1.0353 0.00 -0.02 0.02
C 2.5360 -2.1028 -2.4122 -0.07 0.03 -0.07
H -4.8111 -2.4849 -1.6096 0.00 0.01 0.00
H -4.3774 -2.7371 0.0746 -0.01 -0.01 0.01
H -3.1605 -2.9209 -1.1989 -0.01 0.01 0.01
H -4.5590 -0.2817 -0.4400 -0.01 0.00 -0.01
H -2.3702 -0.8605 -2.5222 0.01 -0.01 -0.01
H -2.9428 0.7690 -2.0719 0.00 -0.01 0.00
H -4.0134 -0.3786 -2.8777 0.00 0.00 0.00
H -2.6892 -2.4317 1.7755 0.00 0.00 0.01
H -4.1684 -0.0430 2.9783 0.00 -0.01 0.01
H -4.3215 -1.7330 3.4130 0.01 -0.01 -0.01
H -4.9111 -1.1907 1.8481 -0.01 0.01 0.01
H -1.6429 0.0083 3.3102 0.00 0.00 -0.01
H -0.6344 -1.2983 2.6650 0.00 0.00 -0.01
H -1.7933 -1.6305 3.9460 -0.02 0.01 0.00
H -4.1170 1.6159 1.6715 -0.01 0.01 0.00
H -3.6735 4.0091 2.0271 0.00 0.00 -0.01
H -1.5337 4.9944 1.2819 0.00 0.00 0.01
H 0.1464 3.6148 0.1280 -0.01 0.00 0.00
H -0.3473 2.8962 -2.3312 0.01 0.00 0.01
H 1.4803 3.6319 -3.8090 0.01 0.00 0.00
H 3.7228 2.5934 -3.6422 0.00 0.00 0.00
H 4.1242 0.7736 -2.0472 -0.01 0.00 -0.01
H 3.4547 -1.0944 1.8743 0.01 0.00 0.01
H 4.0814 1.6975 0.7417 -0.01 0.00 0.00
H 5.0880 0.2648 0.4765 -0.01 0.01 0.00
H 4.8930 0.9198 2.0967 0.00 0.00 0.00
H 1.7568 1.4693 1.9036 0.00 0.00 0.00
H 2.6839 0.8804 3.2788 0.00 -0.01 0.00
H 1.3368 -0.0779 2.6619 0.00 0.01 -0.01
H 2.8124 -2.8595 -0.4210 -0.03 0.02 0.01
H 5.0339 -1.1128 -1.5953 0.00 -0.01 0.01
H 4.9964 -2.8671 -1.5315 -0.01 0.00 0.00
H 5.0729 -1.9528 -0.0349 0.01 0.00 0.00
H 2.9707 -1.3659 -3.0873 -0.01 -0.03 0.02
H 1.4450 -1.9694 -2.4691 -0.09 -0.01 0.02
H 2.7235 -3.0983 -2.8124 0.05 0.01 -0.02
F -0.4395 -2.9936 -1.0774 -0.12 -0.17 0.15
B -0.4051 -2.7529 0.3280 0.12 0.40 -0.03
F -0.5940 -3.7392 1.1293 0.01 -0.12 -0.03
```
Positions in Å, forces in eV/Å.

How positive or negative is each atom? The natural (NBO) charges in e answer that: 1.318 -0.617 -0.528 -0.596 1.041 -0.513 -0.618 -0.612 -0.444 -0.152 -0.196 -0.144 -0.254 0.229 -0.733 0.098 -0.218 -0.140 -0.188 -0.116 -0.432 0.973 -0.501 -0.617 -0.603 -0.505 -0.611 -0.579 0.253 0.229 0.208 0.258 0.180 0.229 0.261 0.242 0.220 0.250 0.219 0.226 0.206 0.251 0.232 0.247 0.245 0.236 0.246 0.250 0.250 0.225 0.255 0.221 0.224 0.252 0.212 0.250 0.218 0.241 0.212 0.248 0.229 0.237 0.158 0.262 -0.526 0.854 -0.455